Entry 1:
{
  "formula": "C27H43NOP2Si2Ti",
  "method": "the ωB97M-V functional and the def2-TZVPD basis",
  "species": ["C", "C", "C", "C", "C", "C", "C", "C", "C", "C", "C", "C", "C", "H", "H", "H", "H", "H", "H", "H", "N", "Ti", "C", "H", "H", "C", "H", "H", "P", "P", "C", "H", "H", "H", "C", "H", "H", "H", "C", "H", "H", "H", "C", "H", "H", "H", "C", "O", "H", "C", "Si", "C", "C", "C", "Si", "C", "C", "C", "H", "H", "H", "H", "H", "H", "H", "H", "H", "H", "H", "H", "H", "H", "H", "H", "H", "H", "H"],
  "positions_angstrom": [[2.169, -3.732, -1.755], [1.039, -2.922, -1.799], [0.127, -2.933, -0.638], [0.686, -3.289, 0.678], [1.909, -3.992, 0.666], [2.560, -4.304, -0.520], [-0.028, -3.261, 1.967], [-1.249, -2.491, 1.679], [-1.814, -2.275, 0.325], [-3.143, -1.664, 0.210], [-3.961, -1.581, 1.331], [-3.466, -1.982, 2.592], [-2.118, -2.292, 2.774], [2.685, -4.002, -2.694], [2.226, -4.434, 1.631], [3.370, -5.045, -0.522], [0.556, -3.014, 2.910], [-5.029, -1.353, 1.192], [-4.170, -2.024, 3.429], [-1.762, -2.612, 3.762], [-1.220, -2.860, -0.757], [-0.218, 0.835, -0.386], [0.728, -2.104, -3.024], [-0.306, -2.216, -3.380], [1.411, -2.312, -3.862], [-3.553, -1.038, -1.105], [-3.345, -1.711, -1.954], [-4.624, -0.773, -1.118], [0.925, -0.303, -2.596], [-2.577, 0.482, -1.410], [-3.775, 1.779, -0.889], [-3.329, 2.779, -1.030], [-4.690, 1.691, -1.501], [-4.025, 1.652, 0.173], [-2.789, 0.649, -3.238], [-3.842, 0.896, -3.462], [-2.124, 1.444, -3.615], [-2.523, -0.308, -3.712], [2.759, -0.100, -2.810], [3.089, -0.711, -3.669], [2.996, 0.960, -3.004], [3.298, -0.420, -1.906], [0.419, 0.469, -4.213], [0.324, 1.560, -4.056], [1.182, 0.244, -4.983], [-0.551, 0.053, -4.529], [-0.060, 2.453, -1.449], [-0.091, 3.484, -2.020], [0.909, -0.200, 0.219], [0.623, 4.095, 1.812], [-0.272, 2.519, 2.237], [-0.163, 2.110, 4.082], [-2.088, 2.608, 1.775], [0.678, 0.978, 1.582], [2.504, 0.999, 1.112], [3.217, 1.409, 2.797], [3.106, -0.727, 0.627], [3.027, 2.298, -0.116], [0.079, 4.854, 2.394], [0.515, 4.334, 0.744], [1.685, 4.116, 2.097], [-0.626, 2.948, 4.616], [-0.737, 1.202, 4.330], [0.864, 1.996, 4.461], [-2.242, 3.116, 0.808], [-2.590, 1.623, 1.786], [-2.523, 3.238, 2.576], [0.410, 0.213, 2.338], [2.933, 0.689, 3.578], [4.299, 1.337, 2.635], [2.979, 2.420, 3.152], [2.472, -1.296, -0.077], [4.085, -0.553, 0.165], [3.223, -1.335, 1.536], [2.892, 2.018, -1.168], [2.559, 3.275, 0.075], [4.106, 2.346, 0.113]],
  "lowdin_spin": [0.00, 0.00, 0.00, 0.00, 0.00, 0.00, -0.01, 0.00, 0.00, 0.00, 0.00, 0.00, 0.00, 0.00, 0.00, 0.00, 0.00, 0.00, 0.00, 0.00, 0.01, 0.63, 0.00, 0.00, 0.00, 0.00, 0.00, 0.00, 0.00, 0.02, 0.00, 0.00, 0.00, 0.00, 0.01, 0.00, 0.00, 0.00, 0.00, 0.00, 0.00, 0.00, 0.00, 0.00, 0.00, 0.00, 0.21, 0.17, -0.02, 0.00, -0.01, -0.01, 0.00, -0.06, 0.01, 0.00, 0.00, 0.02, 0.00, 0.00, 0.00, 0.00, 0.00, 0.00, 0.00, 0.00, 0.00, 0.00, 0.00, 0.00, 0.00, 0.00, 0.00, 0.00, 0.00, 0.00, 0.00],
  "orbital_gap_ev": [6.37, 6.48],
  "charge": 1,
  "spin_multiplicity": 2,
  "total_energy_ev": -89674.4582,
  "relative_energy_kcal_mol": 128.4
}

=====

Entry 2:
{
  "formula": "C27H44AlF15NO12",
  "method": "the ωB97M-V functional and the def2-TZVPD basis",
  "species": ["C", "C", "N", "Al", "C", "O", "C", "C", "O", "C", "C", "H", "H", "H", "H", "H", "H", "H", "H", "H", "H", "H", "H", "H", "H", "H", "H", "H", "H", "H", "C", "C", "O", "C", "O", "C", "F", "F", "F", "H", "H", "H", "H", "H", "C", "C", "O", "C", "O", "C", "F", "F", "F", "H", "H", "H", "H", "H", "C", "C", "O", "C", "O", "C", "F", "F", "F", "H", "H", "H", "H", "H", "C", "C", "O", "C", "O", "C", "F", "F", "F", "H", "H", "H", "H", "H", "C", "C", "O", "C", "O", "C", "F", "F", "F", "H", "H", "H", "H", "H"],
  "positions_angstrom": [[4.332, -0.533, 2.264], [3.846, -1.620, 1.137], [4.246, -1.290, -0.284], [3.527, 0.476, -0.749], [1.514, 0.395, -0.181], [1.436, 0.836, 1.219], [0.189, 0.416, 1.875], [-1.101, 0.241, 0.878], [-2.378, 0.038, 1.639], [-3.448, -0.279, 0.665], [-4.846, -0.813, 1.335], [3.439, -0.016, 2.853], [4.978, -1.084, 3.097], [5.028, 0.272, 1.768], [4.359, -2.654, 1.403], [2.668, -1.791, 1.205], [5.280, -1.317, -0.434], [4.320, 1.649, -0.043], [3.566, 0.573, -2.359], [1.207, -0.736, -0.355], [0.900, 1.154, -0.840], [0.320, -0.541, 2.576], [-0.096, 1.296, 2.630], [-1.291, 1.185, 0.205], [-0.999, -0.745, 0.212], [-3.628, 0.708, 0.044], [-3.121, -1.104, -0.131], [-5.627, 0.061, 1.563], [-5.384, -1.494, 0.519], [-4.713, -1.492, 2.285], [5.369, -0.827, -7.590], [5.603, -1.975, -6.624], [6.405, -1.547, -5.513], [5.748, -0.859, -4.525], [4.547, -0.599, -4.556], [6.702, -0.505, -3.387], [7.883, 0.014, -3.830], [7.027, -1.595, -2.632], [6.186, 0.415, -2.523], [6.321, -0.390, -7.906], [4.824, -1.171, -8.473], [4.792, -0.025, -7.119], [6.161, -2.770, -7.131], [4.661, -2.414, -6.278], [-5.624, -0.504, 4.891], [-6.833, -1.422, 4.900], [-7.119, -1.871, 6.233], [-7.794, -0.987, 7.035], [-8.144, 0.135, 6.673], [-8.074, -1.604, 8.403], [-6.982, -2.223, 8.936], [-9.057, -2.549, 8.348], [-8.479, -0.689, 9.329], [-4.765, -0.994, 5.360], [-5.359, -0.222, 3.869], [-5.817, 0.411, 5.461], [-6.617, -2.314, 4.303], [-7.711, -0.941, 4.454], [1.341, 4.000, 3.901], [1.736, 4.224, 5.350], [0.624, 4.728, 6.107], [-0.302, 3.800, 6.509], [-0.224, 2.601, 6.252], [-1.400, 4.460, 7.340], [-1.871, 5.609, 6.776], [-0.965, 4.801, 8.588], [-2.486, 3.656, 7.523], [0.924, 4.916, 3.471], [2.205, 3.689, 3.308], [0.568, 3.230, 3.816], [2.525, 4.981, 5.401], [2.135, 3.311, 5.807], [10.182, -5.302, -10.655], [9.033, -5.643, -11.587], [7.774, -5.517, -10.907], [7.284, -4.243, -10.779], [7.860, -3.242, -11.202], [5.925, -4.255, -10.083], [5.908, -5.045, -8.971], [4.936, -4.725, -10.897], [5.524, -3.018, -9.673], [10.135, -5.911, -9.747], [11.143, -5.471, -11.148], [10.137, -4.256, -10.337], [9.119, -6.688, -11.905], [9.049, -5.028, -12.493], [-9.268, 5.227, 3.373], [-8.860, 3.835, 3.820], [-9.023, 2.891, 2.750], [-8.030, 2.873, 1.805], [-7.046, 3.608, 1.833], [-8.303, 1.798, 0.755], [-9.592, 1.813, 0.307], [-8.085, 0.541, 1.239], [-7.518, 1.920, -0.352], [-10.288, 5.220, 2.976], [-9.216, 5.932, 4.208], [-8.618, 5.594, 2.573], [-9.512, 3.507, 4.636], [-7.832, 3.816, 4.201]],
  "mulliken_charge": [-0.62, -0.25, -0.50, 0.07, -0.55, -0.06, 0.13, -0.37, -0.28, -0.34, -0.41, 0.01, 0.29, 0.19, 0.33, 0.04, 0.15, -0.35, -0.21, 0.18, 0.21, 0.19, -0.27, 0.22, 0.27, 0.27, 0.27, -0.14, 0.36, 0.16, -1.12, -0.01, -0.35, 0.21, -0.39, 0.94, -0.27, -0.27, -0.19, 0.28, 0.33, 0.39, 0.15, 0.32, -0.94, -0.14, -0.30, 0.39, -0.52, 0.82, -0.24, -0.25, -0.24, 0.32, 0.09, 0.35, 0.31, 0.30, -0.74, -0.26, -0.31, 0.41, -0.51, 0.82, -0.25, -0.25, -0.23, 0.31, 0.42, -0.03, 0.30, 0.32, -1.09, -0.19, -0.30, 0.31, -0.52, 0.93, -0.26, -0.27, -0.19, 0.30, 0.36, 0.31, 0.31, 0.30, -1.16, -0.14, -0.31, 0.36, -0.52, 0.86, -0.25, -0.20, -0.25, 0.31, 0.37, 0.32, 0.33, 0.30],
  "orbital_gap_ev": 5.62,
  "charge": -1,
  "total_energy_ev": -102129.4727
}